ORCA calculation (ωB97M-V with the def2-TZVPD basis set) on a molecular structure, C35H35Br2N6O4S3Ti.

Calculated values
Energy above the lowest of the compared OMol25 structures with the same formula, charge and spin   16.6 kcal per mole
Total charge   +1
Strongest force on any atom   0.28 eV/A

Geometry (Å):
Ti: -0.41 -0.18 -0.64
C: 3.49 0.17 1.07
C: 2.61 1.30 1.58
N: 1.33 0.84 1.99
N: 0.51 1.76 2.63
C: -0.75 1.61 2.44
S: -1.65 0.54 1.37
S: -1.86 2.59 3.40
C: -0.80 2.97 4.82
C: -0.26 1.77 5.55
C: -1.05 0.66 5.83
C: -0.54 -0.42 6.54
C: 0.78 -0.40 6.98
C: 1.58 0.70 6.70
C: 1.06 1.77 5.98
C: 2.46 2.36 0.50
C: 3.10 3.59 0.48
C: 2.99 4.44 -0.61
C: 2.24 4.07 -1.72
C: 1.58 2.85 -1.72
C: 1.68 2.02 -0.62
O: 1.02 0.82 -0.63
H: 3.65 -0.59 1.84
H: 3.04 -0.29 0.19
H: 4.46 0.59 0.79
H: 0.02 3.61 4.50
H: -1.45 3.56 5.47
H: -2.08 0.64 5.49
H: -1.18 -1.26 6.77
H: 1.17 -1.23 7.55
H: 2.61 0.72 7.03
H: 1.70 2.62 5.75
H: 3.69 3.88 1.33
H: 3.50 5.40 -0.59
H: 2.17 4.73 -2.57
H: 1.01 2.52 -2.58
Br: 3.59 2.03 3.19
C: 1.07 -0.52 2.21
C: 1.22 -1.14 3.44
C: 0.99 -2.50 3.53
C: 0.64 -3.22 2.39
C: 0.47 -2.50 1.22
N: 0.64 -1.19 1.15
C: 0.07 -3.07 -0.10
O: -0.02 -4.25 -0.35
O: -0.14 -2.11 -0.99
H: 1.52 -0.55 4.30
H: 1.11 -3.01 4.48
H: 0.49 -4.29 2.39
Br: -7.02 -1.90 -2.21
C: -5.27 -1.45 -1.73
C: -4.23 -2.35 -1.90
C: -2.96 -1.97 -1.54
N: -2.66 -0.76 -1.03
C: -3.68 0.10 -0.87
C: -4.99 -0.20 -1.21
H: -4.41 -3.34 -2.30
H: -2.14 -2.65 -1.67
H: -3.43 1.06 -0.45
H: -5.76 0.54 -1.06
C: 1.26 -4.82 -3.55
C: 0.90 -3.59 -4.31
C: 1.03 -3.43 -5.66
C: 0.68 -2.18 -6.21
N: 0.24 -1.18 -5.47
C: 0.11 -1.35 -4.16
S: -0.46 -0.03 -3.22
N: 0.44 -2.54 -3.60
C: 0.82 -1.93 -7.68
H: 1.33 -5.67 -4.22
H: 0.52 -5.03 -2.77
H: 2.22 -4.68 -3.06
H: 1.39 -4.23 -6.28
H: 0.29 -2.61 -2.58
H: 0.79 -2.85 -8.25
H: 1.78 -1.44 -7.86
H: 0.04 -1.25 -8.01
C: -2.75 3.72 -1.81
C: -1.98 2.54 -2.34
O: -1.34 1.83 -1.25
H: -3.23 4.25 -2.63
H: -2.09 4.43 -1.30
H: -3.52 3.41 -1.10
H: -1.22 2.85 -3.06
H: -2.63 1.82 -2.83
H: -1.15 2.46 -0.54

Löwdin atomic charge list, values in e, 5 entries:
1. Ti 0.856
2. C -0.073
3. C -0.695
4. N -0.148
5. N 0.052